Molecular formula: C17H50N3NbO5PS
Method: DFT, ωB97M-V/def2-TZVPD

```
78
Properties=species:S:1:pos:R:3
C 5.5856 -1.9209 -2.5684
C 4.9263 -2.0957 -3.9264
O 5.0439 -3.4106 -4.4622
C 4.4750 -4.4269 -3.6657
C 3.0436 -4.1678 -3.2498
O 2.3128 -3.6818 -4.3519
C 0.9299 -3.6622 -4.0786
Nb -0.1174 -2.3907 -2.6077
P -1.4021 -0.1834 -3.4866
S -0.0486 0.9522 -4.4383
H 5.5368 -0.8657 -2.2849
H 6.6356 -2.2274 -2.6075
H 5.0855 -2.4841 -1.7754
H 5.4236 -1.4554 -4.6582
H 3.8689 -1.8079 -3.8949
H 5.0670 -4.5682 -2.7473
H 4.5526 -5.3399 -4.2596
H 2.5939 -5.0998 -2.8693
H 2.9688 -3.4421 -2.4234
H 0.4311 -3.1891 -4.9525
H 0.5663 -4.7015 -3.9902
H 1.4472 -1.4290 -2.4627
H -0.1407 -1.9356 -0.8658
H -1.8823 -3.0948 -2.7704
H 0.3805 -3.7071 -1.5108
H -2.4942 -0.4276 -4.3449
H -2.1093 0.5423 -2.5014
C -0.7492 -1.6610 2.3541
C -0.4682 -3.1585 2.2813
C -0.7292 -3.8937 3.5989
O 0.2305 -3.6772 4.6237
C 0.0728 -2.4878 5.3600
N 0.8652 -3.3595 1.7388
H 0.0691 -1.1360 2.8514
H -0.8265 -1.2579 1.3455
H -1.6701 -1.4453 2.8978
H -1.1663 -3.5976 1.5588
H -0.7071 -4.9701 3.4132
H -1.7281 -3.6325 3.9790
H -0.9895 -2.2412 5.4886
H 0.5571 -1.6277 4.8898
H 0.5192 -2.6509 6.3415
H 1.0270 -4.3310 1.5004
H 1.5744 -3.1146 2.4224
C -3.7759 1.9800 6.7189
C -4.2988 1.2499 5.4862
C -3.3189 0.2215 4.9125
O -2.2284 0.7733 4.2074
C -1.1256 1.1892 4.9815
N -4.7381 2.2362 4.5005
H -3.0552 2.7480 6.4340
H -4.5987 2.4758 7.2327
H -3.2901 1.2940 7.4151
H -5.1859 0.6780 5.7826
H -3.8530 -0.3920 4.1820
H -2.9559 -0.4439 5.7099
H -0.9887 0.5384 5.8539
H -1.2210 2.2199 5.3348
H -0.2440 1.1179 4.3453
H -5.2164 1.7740 3.7344
H -3.9165 2.6645 4.0832
C -1.1716 6.2560 -4.7408
C -0.6252 4.9089 -4.2772
C -0.4793 4.7744 -2.7602
O 0.6037 5.5009 -2.1931
C 0.3568 6.8598 -1.9356
N 0.6102 4.6070 -4.9995
H -0.3947 7.0224 -4.7096
H -1.5124 6.1776 -5.7730
H -2.0075 6.5876 -4.1209
H -1.3401 4.1294 -4.5626
H -0.2806 3.7249 -2.5365
H -1.4133 5.0690 -2.2595
H -0.6804 7.0215 -1.6145
H 0.5406 7.5019 -2.8029
H 1.0242 7.1662 -1.1293
H 0.8589 3.6487 -4.7647
H 1.3603 5.1824 -4.6256
```

Computed properties:
* LUMO level: 2.241 eV
* calculated total energy: -54815.5190 eV
* total charge: -1
* spin multiplicity: 1
* HOMO energy: -0.158 Ha
* orbital gap: 6.552 eV

=====

Molecular formula: C17H50N4O6
Method: DFT, ωB97M-V/def2-TZVPD

```
77
Properties=species:S:1:pos:R:3
C -6.3765 0.7661 1.3766
O -5.1163 0.2273 1.6560
C -4.1257 0.2865 0.6365
C -3.2874 -0.9781 0.4852
C -2.3489 -1.2587 1.6655
N -2.4474 -0.8983 -0.6610
H -6.7986 0.3620 0.4537
H -6.3466 1.8568 1.3215
H -7.0202 0.4856 2.2096
H -4.6518 0.5131 -0.2964
H -3.4950 1.1599 0.8174
H -3.9819 -1.7968 0.2759
H -1.6618 -2.0602 1.3877
H -2.9075 -1.5962 2.5393
H -1.7039 -0.4289 1.9572
H -3.1636 -0.6117 -1.3231
H -2.2209 -1.8409 -0.9547
C 5.6778 -3.5904 2.8802
O 4.4331 -4.0589 2.4280
C 3.3155 -3.2006 2.6074
C 2.2078 -3.6760 1.6512
C 2.4828 -3.3323 0.2258
N 0.8716 -3.1439 1.9784
H 5.8856 -2.5642 2.5727
H 6.5382 -4.1998 2.5994
H 5.7671 -3.6910 3.9666
H 3.0967 -3.3159 3.6731
H 3.5159 -2.1338 2.4800
H 2.0285 -4.7512 1.6949
H 1.6817 -3.7605 -0.3806
H 3.4337 -3.6873 -0.1753
H 2.4702 -2.3033 -0.1406
H 0.9675 -2.1344 1.9299
H 0.6711 -3.2961 2.9598
C 0.4125 -3.0284 -3.0342
O 1.1035 -1.8842 -2.6780
C 2.1477 -1.5610 -3.6034
C 2.7366 -0.1391 -3.3499
C 4.0513 0.1469 -4.0978
N 2.9756 0.1704 -1.9221
H 1.1272 -3.8552 -3.0696
H 0.0404 -2.9595 -4.0601
H -0.4201 -3.1802 -2.3492
H 2.8754 -2.3732 -3.5182
H 1.8466 -1.5764 -4.6541
H 1.9568 0.5345 -3.7089
H 3.8410 0.2668 -5.1622
H 4.7196 -0.7029 -3.9519
H 4.5627 1.0651 -3.8150
H 2.1111 0.0771 -1.4065
H 3.5742 -0.5462 -1.5281
C -1.1117 2.2765 -0.7847
O -1.2218 3.6857 -0.6343
C -2.4533 4.0994 -0.0783
C -2.1745 5.5129 0.6021
C -3.4104 6.1601 1.1159
N -1.5113 6.3870 -0.3411
H -1.7882 1.9868 -1.5929
H -1.1253 1.6896 0.1328
H -0.1768 2.0006 -1.2762
H -3.2563 4.1501 -0.8169
H -2.7579 3.4617 0.7557
H -1.4409 5.4279 1.4059
H -3.7317 5.6151 2.0047
H -4.1410 6.1597 0.3051
H -3.2650 7.1914 1.4362
H -2.0960 6.4528 -1.1672
H -0.6720 5.9399 -0.6879
C 1.5512 1.3426 2.0199
O 1.3479 -0.0664 2.0056
H 2.3508 1.6566 1.3427
H 0.7101 1.9135 1.6204
H 1.8612 1.7738 2.9706
H 1.1790 -0.3135 1.0859
O 0.3415 -0.5051 -0.5136
H 0.5120 -1.1128 -1.2489
H -0.5725 -0.6883 -0.2501
```

Computed properties:
* LUMO level: 0.486 eV
* calculated total energy: -36681.9317 eV
* SMILES string: COC[C@H](C)N.COC[C@H](C)N.COC[C@H](C)N.COC[C@H](C)N.CO.O
* spin multiplicity: 1
* HOMO energy: -0.329 Ha
* relative energy (zero: lowest compared OMol25 entry of this formula, charge and spin): 22.2 kJ/mol
* orbital gap: 9.451 eV